(1)
{"formula": "C28H31Br45ClN3OS", "method": "wB97M-V/def2-TZVPD", "species": ["C", "C", "C", "C", "C", "C", "N", "C", "C", "C", "O", "C", "C", "Cl", "C", "N", "S", "N", "C", "H", "H", "H", "H", "H", "H", "H", "H", "H", "H", "H", "H", "H", "H", "H", "H", "C", "Br", "Br", "Br", "H", "C", "Br", "Br", "Br", "H", "C", "Br", "Br", "Br", "H", "C", "Br", "Br", "Br", "H", "C", "Br", "Br", "Br", "H", "C", "Br", "Br", "Br", "H", "C", "Br", "Br", "Br", "H", "C", "Br", "Br", "Br", "H", "C", "Br", "Br", "Br", "H", "C", "Br", "Br", "Br", "H", "C", "Br", "Br", "Br", "H", "C", "Br", "Br", "Br", "H", "C", "Br", "Br", "Br", "H", "C", "Br", "Br", "Br", "H", "C", "Br", "Br", "Br", "H"], "coordinates": [[0.4436, -3.5569, 4.1976], [1.5854, -3.2147, 3.1917], [1.0575, -2.6460, 1.8205], [2.3342, -2.1818, 1.0247], [0.1259, -1.4334, 2.0334], [-1.2094, -1.3853, 1.5983], [-1.7957, -2.4848, 0.9054], [-1.7937, -3.7555, 1.6839], [-3.1865, -2.2451, 0.5436], [-4.3303, -2.1514, 1.6100], [-3.5008, -2.1352, -0.6158], [-1.9558, -0.1210, 1.8538], [-1.4143, 0.9649, 2.4788], [-2.3753, 2.4364, 2.6925], [-0.0527, 0.9831, 2.9716], [0.5829, 1.9526, 3.6043], [2.1287, 1.3190, 3.9288], [1.9321, -0.1412, 3.2098], [0.7088, -0.2735, 2.7211], [0.8712, -3.5211, 5.2247], [0.0975, -4.6005, 4.0474], [-0.3842, -2.8211, 4.2009], [2.2734, -2.5150, 3.6991], [2.1633, -4.1442, 2.9898], [0.6130, -3.4531, 1.2201], [3.0749, -1.6749, 1.6662], [2.8141, -3.1255, 0.6783], [2.0347, -1.6003, 0.1367], [-1.0589, -4.4325, 1.1984], [-2.7617, -4.3003, 1.6287], [-1.5730, -3.6221, 2.7577], [-3.8411, -2.2853, 2.6052], [-5.0418, -2.9927, 1.5195], [-4.8091, -1.1592, 1.6210], [-2.9925, 0.0039, 1.5148], [1.5458, -0.3330, 6.9829], [1.9664, 0.5283, 8.6601], [1.9922, -2.2116, 7.0087], [-0.2871, -0.0428, 6.4617], [2.1659, 0.1277, 6.2245], [-0.2860, -4.6630, -2.4137], [-0.0800, -2.8677, -1.7491], [0.9047, -5.8934, -1.5169], [-2.1233, -5.2508, -2.3236], [-0.0055, -4.6531, -3.4594], [-5.4126, 0.1847, -2.7427], [-7.1415, 1.0353, -2.6003], [-5.0753, -0.4586, -4.5295], [-3.9985, 1.3335, -2.1146], [-5.4297, -0.6813, -2.0909], [1.5180, 4.7297, 6.5987], [3.0621, 5.8934, 6.5900], [-0.1150, 5.7033, 6.2720], [1.7167, 3.2413, 5.3657], [1.4440, 4.3078, 7.5938], [3.0746, 1.8774, -0.8857], [3.7652, 0.1754, -1.4746], [1.5651, 2.4469, -1.9456], [2.6639, 1.8925, 1.0073], [3.8693, 2.5997, -1.0389], [6.5716, -3.3055, 1.3516], [5.7539, -4.8260, 2.2160], [5.7748, -2.9478, -0.3670], [6.5499, -1.7400, 2.4826], [7.6096, -3.5583, 1.1764], [1.1508, 5.1648, -5.1993], [2.0791, 5.9542, -3.6995], [1.9489, 3.4928, -5.7456], [-0.7391, 4.9767, -4.8536], [1.2564, 5.8494, -6.0306], [7.4956, 3.1104, -0.4680], [7.4342, 1.2923, 0.1781], [8.2814, 3.2241, -2.2267], [5.7533, 3.9421, -0.4076], [8.1361, 3.6673, 0.2044], [0.1994, -3.3914, 10.1407], [0.6185, -2.5417, 11.8219], [0.6393, -5.2703, 10.1579], [-1.6372, -3.0911, 9.6242], [0.8190, -2.9272, 9.3850], [-10.0574, 0.8538, 0.4354], [-9.8569, 2.6465, 1.1180], [-8.8483, -0.3816, 1.2955], [-11.8894, 0.2491, 0.5371], [-9.7908, 0.8805, -0.6146], [1.5819, 6.4440, -9.5339], [2.5157, 7.2434, -8.0446], [2.3804, 4.7696, -10.0602], [-0.3057, 6.2587, -9.1770], [1.6822, 7.1220, -10.3722], [-3.9420, 0.7708, 7.7150], [-5.6386, 1.6885, 7.7559], [-3.5870, 0.0060, 5.9721], [-2.5002, 1.9060, 8.3147], [-4.0093, -0.0533, 8.4143], [6.6352, 3.5689, -11.4307], [5.8236, 2.0518, -10.5471], [5.8148, 3.9242, -13.1400], [6.6494, 5.1347, -10.3021], [7.6684, 3.3072, -11.6223], [-12.3606, -0.6543, -3.3580], [-10.7561, 0.4198, -3.3860], [-13.9442, 0.4201, -3.6045], [-12.2702, -2.1044, -4.6274], [-12.4273, -1.0975, -2.3717], [6.7003, -0.9873, -12.9205], [5.9511, -2.7603, -13.0670], [8.6304, -1.0196, -12.9437], [5.9903, 0.2040, -14.2611], [6.4011, -0.5936, -11.9569]], "forces_ev_per_angstrom": [[0.9, -0.4, 0.6], [-0.9, -0.4, 0.1], [1.5, 1.0, 0.6], [-0.4, -1.2, -0.1], [-0.4, -0.6, -0.3], [1.7, 1.4, 0.9], [-1.6, 0.4, 1.7], [0.3, -1.1, -0.3], [-1.5, 0.5, -1.1], [1.7, -0.6, 1.2], [0.5, 0.0, 0.5], [0.3, -0.2, -0.2], [-0.3, 0.5, 0.0], [0.4, -0.8, -0.1], [-0.1, -1.3, -0.6], [0.1, -2.3, -1.5], [-1.4, -2.6, -2.7], [-0.1, -0.2, 0.4], [-0.8, 1.1, 0.4], [-0.5, -0.2, -0.9], [-0.2, 0.7, 0.0], [0.4, -0.4, -0.1], [-0.3, -0.1, -0.6], [-0.3, 0.6, 0.0], [-0.1, 0.6, 0.4], [-0.5, 0.1, -0.4], [-0.2, 0.6, 0.0], [0.4, -0.1, 0.5], [-0.4, 0.3, 0.6], [0.4, 0.6, -0.2], [0.0, 0.0, -0.7], [-0.5, 0.2, -0.5], [0.2, 0.6, -0.3], [0.0, -0.6, -0.4], [0.6, -0.2, 0.1], [0.0, 0.1, 0.0], [-0.1, -0.1, -0.1], [0.2, 0.3, 0.3], [0.5, -0.3, 0.0], [0.0, -0.1, 0.1], [0.0, 0.1, -0.1], [0.1, -0.2, -0.3], [-0.1, 0.1, 0.0], [0.2, 0.0, 0.1], [0.0, 0.0, 0.1], [0.1, -0.2, 0.1], [0.1, 0.0, 0.0], [-0.1, 0.1, 0.2], [-0.1, -0.1, 0.0], [0.0, 0.1, 0.0], [0.3, 0.1, 0.1], [-0.1, -0.1, 0.0], [0.2, -0.1, 0.0], [-0.1, 3.6, 3.5], [0.0, 0.0, -0.1], [-0.1, 0.1, -0.1], [-0.1, 0.2, 0.1], [0.1, -0.1, 0.1], [0.4, 0.2, -0.9], [-0.3, -0.3, 0.0], [0.0, 0.0, 0.0], [0.0, 0.2, -0.1], [0.1, 0.0, 0.1], [-0.1, -0.1, -0.1], [-0.1, 0.0, 0.0], [0.0, 0.0, 0.0], [-0.1, -0.1, -0.2], [-0.1, 0.2, 0.1], [0.2, 0.0, 0.0], [0.0, 0.0, 0.1], [0.1, -0.1, 0.0], [-0.1, 0.2, -0.1], [-0.1, 0.0, 0.2], [0.4, 0.2, 0.1], [-0.1, 0.0, -0.1], [0.0, 0.0, 0.1], [-0.1, -0.1, -0.2], [-0.1, 0.2, 0.0], [0.2, 0.0, 0.0], [0.0, 0.0, 0.0], [0.1, 0.0, -0.1], [0.0, -0.2, 0.0], [-0.1, 0.1, -0.1], [0.2, 0.0, 0.0], [0.0, 0.0, 0.1], [0.0, -0.1, -0.1], [0.0, 0.0, -0.1], [0.0, 0.1, 0.1], [0.2, 0.0, 0.1], [0.0, 0.0, 0.1], [0.0, 0.0, 0.1], [0.2, -0.1, -0.1], [-0.1, 0.1, 0.1], [-0.3, 0.0, 0.0], [0.0, 0.1, -0.1], [0.1, 0.0, -0.1], [0.0, 0.2, 0.0], [0.0, 0.0, 0.2], [-0.1, -0.2, -0.1], [-0.1, 0.0, 0.0], [-0.1, 0.0, 0.1], [-0.1, -0.1, -0.1], [0.2, -0.1, 0.0], [0.0, 0.2, 0.1], [0.0, 0.1, -0.1], [0.0, 0.0, 0.0], [0.1, 0.2, 0.0], [-0.2, 0.0, 0.0], [0.1, -0.2, 0.1], [0.0, 0.0, -0.1]], "mulliken_charge": [-0.789, -0.589, 1.019, -1.297, -1.180, 0.589, 0.789, -0.992, -0.013, -0.999, -0.529, -0.614, 0.178, -0.272, -0.429, -0.509, -0.286, -0.121, 1.276, 0.051, 0.261, 0.050, 0.245, 0.560, 0.182, 0.373, 0.354, -0.042, 0.246, 0.462, 0.251, 0.252, 0.372, 0.376, 0.421, 0.121, -0.051, -0.119, 0.322, -0.008, -0.402, 0.051, -0.060, -0.047, 0.431, -0.171, 0.050, -0.022, -0.005, 0.147, -0.414, -0.071, -0.041, 0.366, 0.337, 0.209, -0.004, 0.071, 0.255, -0.331, -0.336, -0.045, -0.023, -0.056, 0.384, 0.180, -0.014, 0.029, 0.001, -0.204, -0.365, 0.060, -0.010, -0.051, 0.345, 0.458, -0.019, -0.018, 0.000, -0.437, 0.178, -0.002, 0.026, -0.036, -0.193, -0.338, -0.037, 0.045, -0.017, 0.343, -0.382, -0.029, -0.033, -0.039, 0.365, -0.317, -0.006, 0.001, -0.022, 0.350, -0.277, 0.058, 0.000, -0.013, 0.245, -0.120, -0.017, -0.012, 0.015, 0.123], "molar_mass_g_mol": 4088.8, "e_lumo_ev": -1.1431, "homo_energy_ev": -8.4676, "e_tot_ev": -3211318.8153, "gap_ev": 7.3244, "multiplicity": 1}

(2)
{"formula": "C3H7NOS", "method": "wB97M-V/def2-TZVPD", "species": ["C", "C", "C", "S", "N", "O", "H", "H", "H", "H", "H", "H", "H"], "coordinates": [[-0.0264, -1.5737, -0.4611], [-0.2829, -0.3748, 0.0632], [-1.5381, 0.1587, 0.5905], [1.0350, 0.8174, 0.0176], [2.2110, 0.1138, -0.5528], [1.1159, 1.5618, 1.2703], [0.9129, -1.8490, -0.6819], [-0.8386, -2.3577, -0.7108], [-1.5124, 1.0378, 1.1852], [-2.2964, 0.5835, -0.2013], [-2.0681, -0.7080, 1.1064], [0.4046, 1.7774, -0.7538], [2.8835, 0.8127, -0.8715]], "forces_ev_per_angstrom": [[-4.6, -0.1, 0.5], [1.0, -0.2, -0.8], [-3.7, -0.8, -1.2], [-1.4, 1.2, 1.9], [1.1, 0.0, -1.2], [-0.1, -0.4, -0.3], [3.2, -0.7, -1.1], [1.2, 1.5, 0.9], [0.8, 0.3, 1.2], [1.4, -1.3, 0.8], [0.4, 1.4, -0.4], [0.3, -0.6, -0.3], [0.2, -0.4, 0.2]], "mulliken_charge": [-0.804, 0.644, -1.238, 0.657, -0.639, -0.609, 0.443, 0.222, 0.379, 0.261, 0.296, 0.137, 0.250], "molar_mass_g_mol": 105.2, "smiles": "C=C(C)[S@H](=N)=O", "de_lowest_kj_mol": 387.9, "e_lumo_ev": 0.3019, "homo_energy_ev": -9.9117, "e_tot_ev": -17593.9089, "gap_ev": 10.2137, "multiplicity": 1}

(3)
{"formula": "C5H12KNO", "method": "wB97M-V/def2-TZVPD", "species": ["C", "C", "C", "N", "O", "C", "C", "H", "H", "H", "H", "H", "H", "H", "H", "H", "H", "H", "H", "K"], "coordinates": [[1.6579, -1.2657, 0.1195], [1.6519, -0.0653, -0.8327], [1.2123, 1.2736, -0.2278], [-0.1829, 1.5699, -0.0880], [-0.6844, 0.6199, 0.9796], [-1.9709, 0.2017, 0.6276], [-2.0011, -0.7867, -0.5250], [2.6509, -1.4373, 0.5308], [1.3653, -2.1831, -0.3881], [0.9696, -1.1202, 0.9430], [2.6667, 0.0641, -1.2149], [1.0291, -0.2682, -1.7028], [1.5489, 2.0653, -0.9009], [1.8198, 1.4015, 0.7023], [-2.5545, 1.0953, 0.3630], [-2.4101, -0.2529, 1.5222], [-2.9487, -0.7341, -1.0558], [-1.8806, -1.8092, -0.1725], [-1.1988, -0.5398, -1.2074], [-0.7404, 2.1711, 2.5280]], "forces_ev_per_angstrom": [[0.0, 0.0, -0.1], [0.0, -0.1, -0.1], [0.1, 0.1, 0.1], [-0.2, 0.3, 0.5], [0.3, -1.8, -1.0], [-0.1, 0.1, -0.3], [-0.2, -0.1, 0.2], [0.1, 0.0, 0.1], [0.0, -0.1, -0.1], [-0.1, 0.0, 0.1], [0.1, 0.0, -0.1], [-0.2, 0.0, -0.1], [0.1, 0.1, 0.0], [0.0, 0.0, 0.1], [-0.1, 0.0, 0.0], [-0.1, 0.0, 0.1], [-0.1, 0.0, -0.1], [0.1, -0.1, 0.0], [0.1, 0.1, -0.2], [0.2, 1.5, 0.8]], "mulliken_charge": [-1.006, -0.526, -0.522, -0.708, -0.418, -0.323, -0.992, 0.361, 0.254, 0.186, 0.410, 0.270, 0.376, 0.208, 0.395, 0.304, 0.348, 0.277, 0.173, 0.935], "molar_mass_g_mol": 141.3, "de_lowest_kj_mol": 12.4, "e_lumo_ev": -0.6482, "homo_energy_ev": -5.7917, "e_tot_ev": -25238.9111, "gap_ev": 5.1435, "multiplicity": 1}